The following is a DFT calculation (the ωB97M-V functional and the def2-TZVPD basis) of 2 unconnected molecules or ions with the total composition C3H10N2O2.

Each line ends with the Mulliken spin population.
Positions of all 17 atoms, in Å:
C  0.62505  1.90948  0.85361  0.0040
C  -0.59320  1.09826  1.24028  -0.0014
N  -0.23191  -0.32651  1.48830  0.0016
H  0.33994  2.93018  0.63944  0.0007
H  1.34149  1.94265  1.66078  -0.0001
H  1.14390  1.47665  0.01005  0.0026
H  -1.08788  1.52268  2.09990  -0.0001
H  -1.29832  1.10294  0.40922  0.0004
H  0.61907  -0.35712  2.04311  0.0006
H  -0.08062  -0.91228  0.47663  -0.0006
H  -0.96435  -0.81411  1.99979  0.0009
N  -0.12207  -1.97550  -2.74026  0.0099
C  0.04870  -1.26305  -1.64828  -0.0521
O  0.32028  -0.00871  -1.74508  0.8896
O  -0.03356  -1.79834  -0.52925  0.1404
H  0.07032  -1.53337  -3.61728  0.0008
H  -0.09686  -2.99384  -2.64096  0.0029

Cartesian forces (eV/Å) of the 3 atoms listed first:
C 0.0 -0.3 0.3
C -0.1 0.2 -0.7
N 0.1 0.0 -0.6

The value obtained for the LUMO energy (spin up / spin down) is -2.81 / -8.04 eV. The net charge is +1. The multiplicity is 2. The calculation puts the orbital gap (spin up / spin down) at 0.4797 / 0.2835 Ha. The calculation puts the energy above the lowest of the compared OMol25 structures with the same formula, charge and spin at 0.1060 eV.